Entry from the OMol25 dataset: 3 unconnected molecules or ions with the total composition C14H31FNO9PS3 (ωB97M-V with the def2-TZVPD basis set).

XYZ file:
```
60
Properties=species:S:1:pos:R:3:forces:R:3:mulliken_charge:R:1
C 2.6941 2.2536 5.4371 -0.11 -0.29 0.06 -0.902
C 1.2751 1.8859 5.0224 -0.06 0.24 0.37 -0.298
O 0.8601 2.4928 3.7878 0.17 -0.34 -0.05 -0.466
P 1.5178 2.1920 2.3783 -0.54 -0.03 -0.07 0.902
O 0.5479 2.0528 1.2857 -0.01 0.04 0.00 -0.696
C 2.5550 0.7084 2.4890 0.26 0.00 -0.32 -0.579
C 2.4225 -0.1333 1.2059 -0.18 -0.03 0.13 -0.913
N 3.5608 -1.0387 0.9533 0.12 0.16 0.01 -0.268
S 4.1166 -1.8960 2.2099 -0.09 -0.05 -0.13 1.104
O 3.0050 -2.4214 2.9145 -0.09 -0.07 0.06 -0.551
O 5.1866 -1.2594 2.8951 0.12 -0.01 0.00 -0.568
F 4.7776 -3.0643 1.4128 -0.02 0.02 0.06 -0.199
O 2.4923 3.4422 2.2450 0.31 -0.06 0.09 -0.432
C 3.3512 3.5143 1.0882 -0.03 0.15 -0.08 -0.333
C 4.8162 3.3390 1.4789 -0.24 0.07 0.08 -0.987
H 3.4224 1.5181 5.0945 0.06 0.12 -0.16 0.219
H 2.7536 2.2601 6.5258 0.03 0.08 -0.01 0.410
H 2.9531 3.2401 5.0569 0.02 0.02 0.05 0.253
H 1.1264 0.8052 4.9787 0.04 0.01 -0.09 0.286
H 0.5689 2.2612 5.7610 -0.05 0.08 -0.10 0.390
H 2.2940 0.0937 3.3487 0.01 0.06 0.07 0.757
H 3.5964 1.0163 2.6030 -0.03 0.01 0.15 0.243
H 2.3376 0.5081 0.3323 0.01 -0.12 -0.06 0.565
H 1.5161 -0.7313 1.2435 0.00 0.00 -0.07 0.058
H 4.3252 -0.6053 0.4494 0.01 -0.01 0.01 0.390
H 3.0321 2.7826 0.3419 -0.01 -0.02 0.07 0.228
H 3.1797 4.4992 0.6581 -0.01 -0.04 -0.07 0.454
H 4.8854 2.7936 2.4200 0.07 -0.07 -0.06 0.299
H 5.3565 2.7895 0.7095 0.09 0.05 0.00 0.281
H 5.2924 4.3061 1.6281 0.07 -0.03 0.01 0.334
O -1.9531 -0.9152 -1.6338 0.11 0.07 0.07 -0.670
S -1.2497 -1.9280 -0.8853 0.05 -0.15 0.07 1.170
O 0.1461 -2.1840 -1.1316 0.05 0.13 -0.06 -0.712
C -1.5119 -1.6304 0.8603 -0.14 0.01 0.13 -0.644
C -2.7890 -2.4023 1.1771 0.00 -0.03 -0.06 -0.737
C -2.6608 -3.7492 0.4497 0.02 0.04 -0.01 -0.637
C -2.1924 -3.4558 -0.9813 -0.10 -0.15 0.12 -0.552
H -1.5785 -0.5565 1.0247 0.07 0.02 -0.07 0.465
H -0.6522 -2.0414 1.3903 0.01 -0.02 -0.02 0.296
H -2.9173 -2.5312 2.2508 -0.01 0.00 0.00 0.363
H -3.6548 -1.8553 0.7983 0.01 0.02 0.01 0.327
H -1.9224 -4.3697 0.9610 0.02 0.01 0.00 0.276
H -3.6021 -4.2963 0.4436 0.00 -0.01 0.00 0.378
H -1.5444 -4.2272 -1.3882 0.03 0.04 -0.06 0.374
H -3.0237 -3.2763 -1.6611 0.03 0.06 -0.03 0.215
O -2.5167 -2.0187 -5.0122 0.00 -0.06 0.00 -0.654
S -3.8165 -1.4141 -4.8650 -0.06 0.05 0.02 1.225
O -4.9124 -2.1874 -4.3318 0.05 -0.07 0.04 -0.710
C -3.6590 0.1243 -3.9749 0.07 0.31 -0.02 -0.299
C -3.4125 1.1652 -5.0612 -0.04 -0.10 -0.11 -0.717
C -4.3851 0.8277 -6.2012 0.03 -0.03 0.03 -0.639
C -4.2936 -0.6841 -6.4439 -0.08 0.17 -0.09 -0.681
H -2.8537 0.0304 -3.2518 -0.07 -0.10 -0.04 0.234
H -4.6066 0.2976 -3.4646 -0.01 -0.04 0.00 0.346
H -3.5631 2.1750 -4.6828 0.00 0.01 0.00 0.377
H -2.3827 1.0896 -5.4166 0.01 0.01 0.02 0.317
H -5.4014 1.0920 -5.9026 0.00 -0.01 0.02 0.295
H -4.1559 1.3823 -7.1102 -0.01 0.00 -0.01 0.330
H -5.2379 -1.1261 -6.7508 0.02 -0.07 0.02 0.335
H -3.5154 -0.9400 -7.1602 0.04 -0.03 0.05 0.349
```
Forces are in eV/Å.

Values from the calculation:
SMILES ... CCOP(=O)(CCNS(=O)(=O)F)OCC.O=S1(=O)CCCC1.O=S1(=O)CCCC1
Charge ... 0
Kohn-Sham gap ... 10.503 eV